{
  "formula": "C30H60MgO35PV",
  "method": "ωB97M-V with the def2-TZVPD basis set",
  "symbols": ["O", "V", "Mg", "P", "O", "O", "O", "O", "C", "O", "C", "O", "O", "C", "H", "H", "H", "H", "H", "H", "C", "O", "C", "O", "O", "C", "H", "H", "H", "H", "H", "H", "C", "O", "C", "O", "O", "C", "H", "H", "H", "H", "H", "H", "C", "O", "C", "O", "O", "C", "H", "H", "H", "H", "H", "H", "C", "O", "C", "O", "O", "C", "H", "H", "H", "H", "H", "H", "C", "O", "C", "O", "O", "C", "H", "H", "H", "H", "H", "H", "C", "O", "C", "O", "O", "C", "H", "H", "H", "H", "H", "H", "C", "O", "C", "O", "O", "C", "H", "H", "H", "H", "H", "H", "C", "O", "C", "O", "O", "C", "H", "H", "H", "H", "H", "H", "C", "O", "C", "O", "O", "C", "H", "H", "H", "H", "H", "H"],
  "positions_angstrom": [[2.81, -0.77, -4.87], [1.64, -1.15, -3.85], [-0.19, 0.19, -0.65], [1.68, -0.78, -1.19], [1.58, 0.70, -0.86], [0.78, -1.35, -0.09], [2.69, -1.47, -2.13], [0.55, -0.58, -2.18], [-2.96, 4.44, -2.99], [-2.36, 3.17, -2.72], [-1.29, 2.91, -1.86], [-1.15, 1.79, -1.34], [-0.58, 4.02, -1.59], [0.56, 3.94, -0.77], [-2.94, 4.65, -4.06], [-2.68, 5.26, -2.33], [-4.04, 4.31, -2.89], [1.30, 3.27, -1.21], [0.43, 3.61, 0.26], [1.01, 4.92, -0.65], [-0.34, -3.86, -1.08], [-0.91, -5.19, -1.16], [-0.50, -6.00, -2.17], [0.33, -5.75, -3.06], [-1.14, -7.16, -2.14], [-1.95, -7.63, -1.08], [0.28, -3.88, -0.18], [-1.20, -3.22, -0.88], [0.30, -3.47, -1.88], [-2.28, -8.66, -1.24], [-2.77, -6.92, -1.01], [-1.34, -7.53, -0.18], [-5.05, 1.63, -1.60], [-6.06, 2.07, -0.70], [-5.90, 3.14, 0.01], [-5.11, 4.03, -0.22], [-6.69, 3.06, 1.04], [-6.71, 4.14, 1.97], [-4.10, 1.19, -1.30], [-4.83, 2.49, -2.23], [-5.54, 0.86, -2.20], [-7.37, 3.81, 2.77], [-7.21, 4.99, 1.50], [-5.70, 4.34, 2.31], [-1.58, -3.95, 1.98], [-2.90, -3.95, 1.56], [-3.91, -4.83, 1.90], [-3.72, -5.74, 2.75], [-5.06, -4.56, 1.27], [-6.17, -5.30, 1.55], [-1.65, -3.96, 3.07], [-1.01, -3.16, 1.49], [-1.25, -4.90, 1.55], [-6.02, -6.29, 1.13], [-7.10, -4.94, 1.10], [-6.38, -5.27, 2.62], [8.48, 2.72, 1.87], [7.16, 2.49, 1.32], [6.97, 1.66, 0.31], [7.78, 0.90, -0.21], [5.64, 1.59, 0.15], [4.95, 0.55, -0.54], [9.25, 2.61, 1.11], [8.79, 2.11, 2.71], [8.59, 3.76, 2.19], [5.18, 0.45, -1.60], [3.89, 0.55, -0.33], [5.21, -0.46, -0.22], [3.50, 2.68, -2.74], [2.52, 3.21, -3.58], [1.58, 2.44, -4.12], [1.37, 1.23, -4.02], [0.81, 3.28, -4.91], [-0.24, 2.78, -5.70], [3.21, 2.41, -1.73], [4.17, 3.53, -2.61], [4.15, 1.94, -3.18], [-0.32, 1.69, -5.72], [-0.01, 3.16, -6.69], [-1.17, 3.31, -5.51], [6.76, 5.94, 0.22], [5.97, 5.28, 1.08], [4.82, 4.86, 0.67], [4.34, 5.03, -0.51], [4.29, 4.07, 1.74], [2.96, 3.59, 1.58], [7.72, 6.01, 0.74], [6.37, 6.92, -0.01], [6.99, 5.44, -0.72], [2.26, 4.20, 1.02], [2.54, 3.24, 2.52], [2.99, 2.63, 1.06], [-2.74, -1.64, -2.99], [-3.58, -1.58, -1.87], [-3.18, -1.05, -0.76], [-2.03, -0.63, -0.56], [-4.25, -1.03, 0.09], [-3.95, -0.71, 1.40], [-3.25, -1.70, -3.95], [-2.15, -2.54, -2.84], [-2.11, -0.75, -3.06], [-3.61, 0.32, 1.48], [-3.22, -1.31, 1.95], [-4.94, -0.62, 1.85], [1.51, 0.10, 2.97], [0.29, 0.85, 3.22], [-0.48, 1.38, 2.26], [-0.50, 1.00, 1.06], [-1.38, 2.27, 2.75], [-2.21, 3.02, 1.91], [1.31, -0.66, 2.21], [1.85, -0.42, 3.87], [2.37, 0.67, 2.62], [-2.83, 3.83, 2.29], [-2.92, 2.35, 1.44], [-1.56, 3.44, 1.15], [0.93, -7.01, 5.37], [1.31, -6.48, 4.17], [1.36, -5.16, 4.06], [1.21, -4.28, 4.94], [1.67, -4.96, 2.79], [1.72, -3.65, 2.23], [1.11, -8.09, 5.32], [-0.13, -6.79, 5.50], [1.47, -6.59, 6.22], [0.86, -3.08, 2.55], [1.61, -3.90, 1.17], [2.64, -3.07, 2.29]],
  "lumo_energy_ev": [-4.959, -4.673],
  "spin_multiplicity": 2,
  "s_squared": 0.7926,
  "de_lowest_ev": 0.491,
  "mol_weight_da": 1087.0,
  "homo_lumo_gap_ev": [6.990, 7.299],
  "total_charge": 1
}


{
  "formula": "C30H61AsN4O6PRuSSeSi4",
  "method": "ωB97M-V with the def2-TZVPD basis set",
  "symbols": ["Ru", "O", "N", "C", "C", "C", "C", "C", "S", "H", "H", "H", "H", "C", "Si", "C", "C", "O", "H", "H", "H", "H", "H", "H", "H", "H", "H", "C", "Si", "C", "C", "As", "Si", "C", "C", "C", "Si", "C", "C", "C", "H", "H", "H", "H", "H", "H", "H", "H", "H", "H", "H", "H", "H", "H", "H", "H", "H", "H", "H", "H", "H", "H", "H", "H", "H", "H", "H", "C", "C", "C", "C", "O", "P", "O", "O", "O", "C", "C", "C", "C", "H", "H", "H", "H", "H", "H", "H", "H", "H", "H", "H", "H", "H", "H", "H", "H", "H", "H", "Se", "N", "C", "C", "C", "C", "N", "C", "N", "H", "H", "H"],
  "positions_angstrom": [[-0.09, 0.66, 0.16], [0.24, 0.87, 2.38], [1.40, 1.22, 2.91], [1.38, 1.64, 4.19], [2.52, 2.05, 4.82], [3.72, 2.03, 4.11], [3.72, 1.59, 2.81], [2.54, 1.14, 2.19], [2.50, 0.46, 0.62], [0.39, 1.62, 4.64], [2.47, 2.38, 5.85], [4.64, 2.37, 4.57], [4.63, 1.55, 2.23], [-2.09, 4.33, 0.11], [-0.30, 3.99, 0.47], [0.05, 4.16, 2.30], [0.79, 5.26, -0.37], [0.12, 2.49, -0.10], [-2.31, 5.39, 0.26], [-2.75, 3.76, 0.76], [-2.34, 4.09, -0.93], [-0.33, 5.14, 2.62], [1.12, 4.14, 2.51], [-0.44, 3.40, 2.90], [0.54, 6.24, 0.05], [0.65, 5.32, -1.45], [1.84, 5.08, -0.17], [-2.40, 2.08, -3.41], [-0.60, 1.80, -3.74], [-0.46, 1.17, -5.50], [0.33, 3.42, -3.55], [0.51, 0.31, -2.23], [0.23, -1.99, -2.83], [1.52, -2.97, -1.91], [0.56, -2.09, -4.68], [-1.49, -2.56, -2.49], [2.79, 0.89, -2.74], [3.94, -0.48, -2.20], [3.16, 2.56, -1.96], [3.04, 1.07, -4.59], [-2.72, 2.84, -4.13], [-2.60, 2.43, -2.40], [-2.99, 1.18, -3.58], [-0.64, 2.04, -6.15], [-1.23, 0.43, -5.72], [0.51, 0.75, -5.77], [-0.33, 4.25, -3.82], [1.21, 3.46, -4.19], [0.65, 3.56, -2.52], [2.50, -2.89, -2.38], [1.21, -4.02, -1.92], [1.59, -2.67, -0.87], [1.45, -1.55, -4.99], [-0.29, -1.71, -5.24], [0.70, -3.14, -4.95], [-1.75, -2.47, -1.44], [-1.53, -3.62, -2.76], [-2.23, -2.03, -3.09], [3.60, -1.05, -1.34], [4.90, -0.02, -1.94], [4.11, -1.18, -3.02], [2.47, 2.79, -1.15], [3.11, 3.35, -2.70], [4.17, 2.54, -1.54], [2.80, 0.16, -5.15], [4.10, 1.28, -4.73], [2.48, 1.90, -5.02], [2.86, -2.10, 3.75], [2.03, -2.99, 2.84], [1.26, -4.01, 3.66], [2.89, -3.65, 1.78], [1.12, -2.06, 2.17], [-0.19, -2.43, 1.37], [-0.19, -3.75, 0.71], [-0.32, -1.26, 0.33], [-1.33, -2.24, 2.45], [-2.62, -2.96, 2.51], [-2.37, -4.40, 2.94], [-3.31, -2.91, 1.15], [-3.42, -2.21, 3.55], [3.53, -2.71, 4.36], [2.21, -1.53, 4.42], [3.46, -1.40, 3.16], [1.96, -4.63, 4.21], [0.66, -4.65, 3.01], [0.60, -3.51, 4.38], [3.63, -4.30, 2.25], [3.40, -2.89, 1.19], [2.27, -4.25, 1.12], [-1.73, -4.91, 2.22], [-3.32, -4.92, 2.99], [-1.90, -4.43, 3.93], [-2.80, -3.55, 0.43], [-3.33, -1.89, 0.77], [-4.34, -3.26, 1.26], [-2.87, -2.19, 4.50], [-4.37, -2.71, 3.71], [-3.60, -1.19, 3.24], [-2.50, 1.44, 2.84], [-4.23, 1.14, 2.49], [-4.31, 0.68, 1.23], [-5.48, 0.24, 0.59], [-5.38, -0.25, -0.70], [-4.14, -0.29, -1.32], [-3.00, 0.14, -0.77], [-3.08, 0.61, 0.47], [-1.99, 1.05, 1.12], [-6.42, 0.29, 1.12], [-6.25, -0.62, -1.22], [-4.07, -0.71, -2.32]],
  "lumo_energy_ev": [-0.111, -1.516],
  "spin_multiplicity": 6,
  "s_squared": 8.7929,
  "de_lowest_ev": 0.000,
  "mol_weight_da": 1004.2,
  "homo_lumo_gap_ev": [5.660, 6.607]
}


{
  "formula": "C30H61Br19N4O4P",
  "method": "ωB97M-V with the def2-TZVPD basis set",
  "symbols": ["C", "C", "C", "C", "C", "C", "P", "O", "O", "O", "C", "N", "Br", "C", "N", "C", "C", "O", "N", "C", "C", "N", "H", "H", "H", "H", "H", "H", "H", "H", "H", "H", "H", "H", "H", "H", "H", "H", "H", "H", "H", "H", "H", "H", "H", "H", "H", "Br", "C", "C", "Br", "H", "H", "H", "H", "Br", "C", "C", "Br", "H", "H", "H", "H", "Br", "C", "C", "Br", "H", "H", "H", "H", "Br", "C", "C", "Br", "H", "H", "H", "H", "Br", "C", "C", "Br", "H", "H", "H", "H", "Br", "C", "C", "Br", "H", "H", "H", "H", "Br", "C", "C", "Br", "H", "H", "H", "H", "Br", "C", "C", "Br", "H", "H", "H", "H", "Br", "C", "C", "Br", "H", "H", "H", "H"],
  "positions_angstrom": [[-3.44, 0.43, 3.23], [-3.45, 1.29, 1.87], [-1.94, 1.60, 1.38], [-1.42, 0.30, 0.60], [0.14, 0.45, 0.26], [1.07, -0.77, 0.72], [0.73, -1.67, 2.33], [1.97, -2.47, 2.79], [-0.63, -2.67, 2.31], [0.49, -0.46, 3.50], [2.54, -0.12, 0.58], [3.57, -1.12, 0.15], [4.86, -1.58, 1.47], [2.71, -2.25, -0.23], [3.21, -3.43, -0.56], [2.26, -4.53, -0.93], [1.85, -4.32, -2.48], [0.69, -3.95, -2.72], [2.88, -4.63, -3.46], [3.45, -3.40, -4.10], [2.43, -5.64, -4.45], [1.27, -1.92, -0.24], [-3.48, 1.12, 4.14], [-4.39, -0.22, 3.19], [-2.56, -0.29, 3.28], [-3.92, 0.65, 1.06], [-4.05, 2.24, 2.06], [-2.03, 2.51, 0.69], [-1.31, 1.85, 2.28], [-1.98, 0.28, -0.40], [-1.69, -0.63, 1.19], [0.51, 1.38, 0.83], [0.26, 0.72, -0.84], [-1.31, -2.19, 2.84], [0.96, -0.78, 4.31], [2.85, 0.68, 1.32], [2.42, 0.49, -0.39], [4.23, -3.56, -0.55], [2.89, -5.49, -0.92], [1.37, -4.62, -0.25], [4.38, -3.12, -3.50], [2.77, -2.49, -4.07], [3.81, -3.63, -5.16], [3.36, -6.25, -4.75], [1.98, -5.21, -5.41], [1.71, -6.42, -4.01], [1.00, -1.59, -1.18], [1.34, -0.34, -4.66], [1.50, -0.63, -6.58], [2.79, -0.07, -7.12], [2.70, 1.87, -7.29], [0.61, -0.20, -7.04], [1.47, -1.72, -6.70], [2.97, -0.44, -8.13], [3.65, -0.29, -6.49], [-1.41, -1.47, 6.75], [-0.34, -0.68, 8.17], [0.39, 0.55, 7.69], [1.93, 0.08, 6.60], [0.33, -1.46, 8.54], [-1.05, -0.43, 8.96], [0.79, 1.11, 8.53], [-0.24, 1.20, 7.09], [2.28, -3.86, -8.44], [0.35, -3.96, -8.71], [-0.06, -3.25, -9.97], [-0.06, -1.31, -9.72], [-0.12, -3.56, -7.81], [0.13, -5.03, -8.78], [-1.09, -3.50, -10.23], [0.59, -3.46, -10.82], [-4.48, 1.64, 5.86], [-3.42, 2.45, 7.28], [-2.70, 3.68, 6.80], [-1.15, 3.22, 5.71], [-2.75, 1.68, 7.66], [-4.14, 2.71, 8.07], [-2.30, 4.25, 7.64], [-3.33, 4.34, 6.19], [-3.88, -6.87, -3.47], [-2.83, -5.28, -3.03], [-3.49, -4.03, -3.55], [-3.23, -3.83, -5.47], [-1.83, -5.44, -3.43], [-2.79, -5.26, -1.94], [-3.04, -3.14, -3.11], [-4.57, -4.00, -3.37], [7.57, -0.55, 0.92], [9.39, -1.14, 1.30], [9.49, -1.74, 2.68], [9.50, -0.36, 4.06], [10.04, -0.27, 1.17], [9.61, -1.88, 0.54], [10.43, -2.27, 2.80], [8.67, -2.42, 2.92], [2.36, 5.26, -9.14], [3.69, 5.38, -10.56], [4.31, 4.03, -10.84], [5.62, 3.56, -9.47], [4.41, 6.13, -10.25], [3.14, 5.74, -11.43], [4.88, 4.06, -11.77], [3.59, 3.22, -10.88], [-5.86, 6.27, 5.87], [-4.80, 7.07, 7.30], [-4.07, 8.30, 6.81], [-2.52, 7.82, 5.74], [-4.13, 6.30, 7.67], [-5.52, 7.33, 8.07], [-3.67, 8.87, 7.65], [-4.69, 8.96, 6.20], [-10.90, 4.66, 8.03], [-9.56, 4.76, 6.61], [-8.92, 3.42, 6.36], [-7.62, 2.98, 7.75], [-8.84, 5.53, 6.91], [-10.10, 5.10, 5.73], [-8.35, 3.43, 5.43], [-9.64, 2.60, 6.33]],
  "lumo_energy_ev": -3.646,
  "mol_weight_da": 2091.0,
  "homo_lumo_gap_ev": 7.402,
  "total_charge": 1
}


{
  "formula": "C30H61N3O6S",
  "method": "ωB97M-V with the def2-TZVPD basis set",
  "symbols": ["C", "C", "C", "O", "C", "O", "O", "S", "C", "O", "O", "O", "C", "C", "C", "C", "C", "C", "C", "H", "H", "H", "H", "H", "H", "H", "H", "H", "H", "H", "H", "H", "H", "H", "H", "C", "C", "N", "C", "C", "C", "C", "H", "H", "H", "H", "H", "H", "H", "H", "H", "H", "H", "H", "H", "H", "H", "C", "C", "N", "C", "C", "C", "C", "H", "H", "H", "H", "H", "H", "H", "H", "H", "H", "H", "H", "H", "H", "H", "C", "C", "N", "C", "C", "C", "C", "H", "H", "H", "H", "H", "H", "H", "H", "H", "H", "H", "H", "H", "H", "H"],
  "positions_angstrom": [[-3.57, -1.26, -2.41], [-2.27, -0.64, -1.90], [-1.10, -1.43, -2.46], [0.19, -1.11, -1.86], [0.59, -1.97, -0.94], [1.50, -2.69, -1.04], [-0.24, -2.01, 0.20], [0.35, -1.37, 1.55], [-0.49, 0.18, 1.78], [1.74, -1.07, 1.41], [-0.01, -2.22, 2.63], [-2.28, 0.70, -2.37], [-1.38, 1.59, -1.73], [-0.24, 1.97, -2.65], [1.08, 1.96, -2.22], [2.10, 2.30, -3.10], [1.78, 2.64, -4.41], [0.47, 2.68, -4.84], [-0.55, 2.34, -3.96], [-3.78, -0.78, -3.35], [-3.47, -2.33, -2.55], [-4.36, -1.03, -1.70], [-2.21, -0.67, -0.82], [-1.30, -2.49, -2.28], [-1.03, -1.31, -3.53], [0.22, 0.97, 1.56], [-1.40, 0.25, 1.20], [-0.74, 0.24, 2.83], [-0.98, 1.17, -0.81], [-1.94, 2.50, -1.50], [1.30, 1.67, -1.20], [3.11, 2.30, -2.73], [2.58, 2.88, -5.10], [0.20, 2.96, -5.85], [-1.59, 2.33, -4.27], [3.08, -0.61, 7.20], [3.10, -2.04, 7.71], [1.84, -2.74, 7.51], [1.76, -4.00, 8.23], [2.73, -5.12, 7.83], [1.33, -2.75, 6.15], [2.22, -3.36, 5.05], [2.26, -0.05, 7.65], [4.01, -0.11, 7.46], [2.97, -0.56, 6.11], [3.30, -2.02, 8.78], [3.94, -2.57, 7.24], [0.74, -4.37, 8.16], [1.92, -3.78, 9.29], [2.44, -5.59, 6.89], [2.72, -5.90, 8.59], [3.75, -4.77, 7.73], [1.10, -1.72, 5.86], [0.36, -3.25, 6.15], [3.26, -3.04, 5.14], [1.86, -3.03, 4.08], [2.19, -4.44, 5.06], [5.79, 5.13, -2.54], [6.22, 3.93, -1.71], [6.62, 2.78, -2.49], [6.76, 1.57, -1.70], [7.86, 1.53, -0.62], [7.66, 3.02, -3.48], [9.00, 3.57, -2.99], [4.99, 4.86, -3.23], [5.42, 5.92, -1.89], [6.62, 5.54, -3.12], [5.36, 3.65, -1.09], [7.01, 4.26, -1.01], [6.90, 0.73, -2.37], [5.80, 1.39, -1.20], [8.85, 1.42, -1.05], [7.69, 0.68, 0.04], [7.86, 2.43, 0.00], [7.26, 3.71, -4.22], [7.82, 2.09, -4.02], [8.88, 4.37, -2.26], [9.56, 3.97, -3.83], [9.62, 2.79, -2.54], [-8.60, -1.58, 0.08], [-8.29, -0.49, -0.94], [-8.16, -0.98, -2.29], [-7.60, -0.01, -3.21], [-8.41, 1.27, -3.49], [-9.29, -1.75, -2.79], [-10.67, -1.07, -2.82], [-7.85, -2.38, 0.03], [-8.59, -1.16, 1.08], [-9.58, -2.02, -0.08], [-7.33, -0.03, -0.66], [-9.05, 0.30, -0.85], [-7.39, -0.50, -4.16], [-6.62, 0.29, -2.82], [-9.25, 1.08, -4.15], [-7.77, 2.00, -4.00], [-8.78, 1.73, -2.58], [-9.37, -2.66, -2.19], [-9.04, -2.10, -3.80], [-10.87, -0.52, -1.90], [-11.44, -1.83, -2.92], [-10.77, -0.39, -3.66]],
  "lumo_energy_ev": 0.336,
  "mol_weight_da": 591.9,
  "homo_lumo_gap_ev": 8.178
}